(1)
The following is a DFT calculation (wB97M-V/def2-TZVPD) of a cluster of 10 separate species, C24H52Br8O5 in total in a non-equilibrium geometry.

HOMO-LUMO gap, eV: 9.470
SMILES string: c1ccccc1.BrCCBr.BrCCBr.BrCCBr.BrCCBr.CCO.CCO.CCO.CCO.CCO

Structure (XYZ):
```
89
Properties=species:S:1:pos:R:3:forces:R:3
Br -13.9409 -0.8151 -22.6079 0.11 -0.08 -0.11
H -10.1572 -1.9768 -20.3673 0.07 -0.07 -0.02
H -6.4028 -5.0197 -20.7447 -0.02 -0.12 -0.27
H -9.4701 2.8607 -24.9596 -0.28 -0.11 0.29
C -8.3686 3.7322 -21.8623 -0.57 0.09 0.39
H -8.1562 -1.3191 -19.6997 -0.01 0.21 0.09
C -10.4677 -4.8561 -24.0964 0.18 0.19 -0.28
C -5.3962 2.7578 -17.8353 -0.41 0.50 0.33
C -6.5900 -5.9379 -20.1986 -0.23 0.24 0.66
H -10.2157 -5.7615 -23.5574 0.04 0.04 0.11
Br -4.9857 -7.0178 -20.2183 0.17 0.01 -0.07
H -9.7671 0.4160 -14.9366 0.26 0.20 0.06
H -11.8573 -3.4401 -20.1941 -0.30 0.10 -0.28
C -3.2625 -1.6217 -17.1105 0.09 0.44 0.30
O -13.1286 -1.6121 -18.3587 -0.11 0.04 0.12
C -7.7373 -6.7662 -20.6984 0.31 -0.37 -0.56
O -9.7764 -1.3920 -21.0282 -0.16 0.09 0.18
H -8.4574 4.9803 -25.4864 -0.35 0.11 0.02
Br -9.4006 -5.7838 -20.5515 -0.12 0.01 0.08
H -9.5551 2.0808 -22.5267 0.08 -0.03 -0.05
O -6.8285 1.5580 -19.4153 0.08 0.31 -0.04
C -9.0628 3.0024 -22.8177 0.15 -0.11 -0.16
O -8.1013 0.3344 -17.1558 -0.37 -0.01 -0.14
H -5.7621 3.2289 -19.8780 -0.23 0.04 -0.18
C -10.0684 0.9451 -15.8404 -0.61 -0.20 -0.46
C -7.7654 4.9384 -22.1888 0.06 -0.09 -0.25
H -2.6974 -3.2168 -18.4467 -0.16 -0.14 0.11
H -11.0972 0.0577 -26.5850 0.09 -0.09 -0.02
C -9.0814 3.4389 -24.1336 -0.03 0.43 -0.23
H -4.4261 2.3487 -18.1055 0.03 -0.13 0.12
H -9.8553 -0.7782 -17.1173 -0.08 -0.11 -0.14
H -7.3017 1.2122 -18.6440 0.05 -0.24 -0.02
C -11.3614 -3.9222 -23.3324 -0.18 0.17 0.03
H -7.6165 -7.0404 -21.7438 -0.05 0.17 -0.05
H -7.4802 -1.8941 -22.6349 0.07 0.07 -0.02
H -5.2735 3.7642 -17.4190 0.28 -0.04 -0.18
C -3.3159 -2.3257 -18.4116 -0.03 -0.25 -0.91
C -13.4447 0.8272 -21.7124 -0.03 0.43 0.13
H -11.3018 0.7347 -21.5394 0.07 -0.16 -0.11
H -11.1638 0.9151 -15.8529 0.07 0.01 -0.05
H -13.5843 -3.6871 -19.7435 0.06 0.05 -0.23
C -9.5421 0.2652 -17.0945 0.37 0.19 0.49
H -7.1944 5.4953 -21.4562 -0.12 -0.02 0.08
H -13.2906 1.6103 -22.4510 -0.12 -0.15 -0.17
C -9.5106 0.0710 -25.1091 1.56 0.07 -0.51
H -3.6057 -2.2693 -16.3115 0.15 0.11 0.20
Br -12.9548 -4.9192 -22.8094 -0.10 0.02 -0.07
H -9.7792 1.9937 -15.8436 0.18 -0.02 0.27
H -7.8080 -7.6946 -20.1392 -0.26 0.12 0.19
C -12.5515 -3.7268 -19.4057 0.05 -0.28 0.60
H -10.8589 1.6311 -25.8421 -0.09 -0.15 0.14
C -10.3387 0.7327 -26.1870 -0.51 0.27 0.08
H -13.8181 -1.5695 -17.6926 -0.03 -0.03 -0.04
H -6.5855 -2.3984 -21.1539 0.20 0.42 -0.18
C -8.3722 -1.2110 -20.7612 -0.14 -0.12 -0.89
H -10.8844 -5.1013 -25.0670 -0.17 -0.12 0.07
H -3.8288 -0.6978 -17.1391 -0.16 -0.04 0.09
H -8.3944 3.3739 -20.8404 0.26 -0.01 -0.03
Br -5.1720 -2.8326 -18.7400 0.02 -0.15 0.07
C -7.8582 5.4111 -23.4934 -0.03 0.19 0.36
C -12.1793 0.6443 -20.9150 0.14 0.07 -0.04
Br -1.4274 -1.0680 -16.7727 0.04 -0.10 0.12
H -9.9151 0.7749 -17.9805 0.08 -0.09 -0.07
H -12.1263 -0.2798 -20.3590 -0.19 -0.06 0.15
H -10.9416 -3.5272 -22.4134 0.25 -0.14 -0.01
C -12.3700 -2.8116 -18.1994 0.51 0.38 -0.43
C -8.5363 4.6759 -24.4492 0.81 -0.29 -0.29
H -6.7708 -5.6716 -19.1590 0.15 0.01 0.01
H -7.1582 3.5122 -18.8058 0.01 0.07 -0.09
C -7.5604 -2.1918 -21.5940 -0.22 -0.67 0.51
H -3.0482 -1.6987 -19.2557 0.04 0.14 0.08
H -12.3218 -4.7663 -19.1580 0.03 0.03 0.05
H -14.2948 1.1113 -21.1021 0.02 -0.13 0.15
Br -8.8037 -3.9328 -24.5269 0.10 -0.13 0.01
H -7.3951 6.3545 -23.7550 0.02 -0.03 -0.04
H -7.7371 -0.1863 -16.4339 0.03 0.02 -0.01
Br -11.9914 2.0992 -19.6307 -0.06 0.07 0.04
H -5.8615 2.1950 -17.0219 0.11 -0.25 -0.14
H -11.6748 -3.0753 -23.9368 -0.07 -0.04 -0.01
C -6.3280 2.8342 -19.0349 0.15 -0.32 0.19
H -8.1827 -0.1974 -21.1093 0.30 0.15 0.46
H -8.0709 -3.1609 -21.5670 -0.07 0.09 -0.14
O -10.2245 -0.6532 -24.1414 -0.59 -0.09 0.00
H -10.1003 -0.3146 -23.2507 0.15 -0.02 -0.03
H -8.7951 -0.5991 -25.6129 -0.39 -0.32 0.07
H -8.8127 0.7977 -24.6768 -0.37 0.11 0.32
H -12.5538 -3.2914 -17.2379 -0.24 -0.08 -0.07
H -9.6920 1.0573 -27.0042 0.06 -0.13 -0.02
H -11.3289 -2.4740 -18.1899 0.13 -0.16 0.25
```
Forces are in eV/Å.

For each atom in turn, the Mulliken charge in e is: number 1, Br, carries -0.195; number 2, H, carries -0.244; number 3, H, carries 0.173; number 4, H, carries 0.077; number 5, C, carries -0.328; number 6, H, carries 0.119; number 7, C, carries -0.581; number 8, C, carries -1.213; number 9, C, carries -0.432; number 10, H, carries 0.387; number 11, Br, carries -0.144; number 12, H, carries 0.361; number 13, H, carries -0.505; number 14, C, carries -0.503; number 15, O, carries -0.470; number 16, C, carries -0.598; number 17, O, carries 0.325; number 18, H, carries 0.342; number 19, Br, carries -0.127; number 20, H, carries 0.263; number 21, O, carries -0.261; number 22, C, carries -0.075; number 23, O, carries -0.392; number 24, H, carries 0.323; number 25, C, carries -1.370; number 26, C, carries -0.449; number 27, H, carries 0.417; number 28, H, carries 0.352; number 29, C, carries 0.066; number 30, H, carries 0.270; number 31, H, carries 0.149; number 32, H, carries 0.148; number 33, C, carries 0.223; number 34, H, carries 0.375; number 35, H, carries 0.176; number 36, H, carries 0.382; number 37, C, carries -0.639; number 38, C, carries -0.529; number 39, H, carries -0.335; number 40, H, carries 0.378; number 41, H, carries 0.322; number 42, C, carries 0.423; number 43, H, carries 0.390; number 44, H, carries 0.390; number 45, C, carries -0.147; number 46, H, carries 0.396; number 47, Br, carries -0.160; number 48, H, carries 0.321; number 49, H, carries 0.441; number 50, C, carries -0.220; number 51, H, carries 0.322; number 52, C, carries -1.402; number 53, H, carries 0.260; number 54, H, carries 0.228; number 55, C, carries -0.064; number 56, H, carries 0.431; number 57, H, carries 0.217; number 58, H, carries 0.325; number 59, Br, carries -0.087; number 60, C, carries -0.347; number 61, C, carries 0.639; number 62, Br, carries -0.169; number 63, H, carries -0.070; number 64, H, carries -0.214; number 65, H, carries -0.444; number 66, C, carries -0.213; number 67, C, carries -0.737; number 68, H, carries 0.350; number 69, H, carries 0.319; number 70, C, carries -0.474; number 71, H, carries 0.389; number 72, H, carries 0.367; number 73, H, carries 0.452; number 74, Br, carries -0.181; number 75, H, carries 0.351; number 76, H, carries 0.207; number 77, Br, carries -0.187; number 78, H, carries 0.279; number 79, H, carries 0.300; number 80, C, carries -0.238; number 81, H, carries 0.083; number 82, H, carries -0.139; number 83, O, carries -0.077; number 84, H, carries -0.038; number 85, H, carries 0.262; number 86, H, carries 0.345; number 87, H, carries 0.573; number 88, H, carries 0.429; number 89, H, carries -0.116

=====

(2)
The following is a DFT calculation (wB97M-V/def2-TZVPD) of a structure of composition C24H52Cl8F3N3O11PV in a non-equilibrium geometry.

<S²>: 0.760
HOMO-LUMO gap (alpha / beta), eV: 5.226 / 6.772
Net charge: -1
Multiplicity: 2

Structure (XYZ):
```
103
Properties=species:S:1:pos:R:3:forces:R:3
H -1.9775 0.8934 1.2392 0.34 1.84 0.01
O 0.4551 -5.2482 -4.0758 -0.62 -0.12 0.25
C -0.3118 -2.9979 -3.5888 -0.23 -0.06 -0.26
V -1.2216 4.4857 1.3586 1.15 -1.99 0.84
C -1.8745 -0.7331 2.3549 -1.22 0.56 1.33
H -3.4123 2.4539 -2.0390 -0.45 -0.17 1.31
C 2.3090 3.4714 -4.1920 -0.09 0.85 -0.31
F 1.7487 1.9994 -1.3490 1.61 1.15 -1.33
H 1.3991 3.8864 -3.7584 0.03 -0.23 0.27
O 0.0027 5.0965 2.2584 0.00 -0.11 -0.74
H -1.4720 -1.2452 1.4810 0.32 0.79 -0.13
C -2.0436 -0.1404 -1.7679 -1.04 0.44 2.84
H -6.3422 3.8477 -1.5459 0.42 -0.18 -0.48
O -0.8368 2.7520 -0.0814 1.27 -1.99 -1.50
C -5.4956 -3.5516 0.6145 -1.15 -2.54 1.01
O 1.9860 0.1687 7.0902 -1.23 -0.69 -2.40
C 1.4917 1.2992 3.3952 0.43 -0.43 -1.90
O -2.6297 5.1700 1.6626 -1.04 0.75 -0.43
H -2.6964 0.4844 -2.3775 0.73 0.54 -0.46
H -4.4453 -3.2689 0.6849 -0.31 0.11 -0.07
H -5.3711 -5.6448 1.6890 0.94 0.70 -0.02
H 2.5888 -1.4399 -0.8146 -0.46 -0.12 -0.32
H 3.9493 -0.7038 7.5928 -0.46 -0.13 -1.31
O 3.7424 0.7112 5.3026 -1.31 -1.05 0.12
H 4.0233 -4.0720 -1.2349 0.37 0.22 -0.09
Cl -4.8259 -5.7399 -0.6913 -0.42 -0.39 0.69
H 1.8943 -3.0277 -1.4655 -0.18 0.52 -0.14
H 4.6835 2.8505 0.0572 -0.12 -0.26 0.19
H 4.7618 -2.5458 -0.6133 -0.01 -0.22 0.16
H -6.0026 -3.3128 -0.3204 0.47 0.32 0.10
H 0.4408 -1.6205 5.0025 -0.18 0.01 0.43
C 3.0401 -0.1949 7.9130 1.78 0.52 2.97
O 1.1956 0.8613 4.7125 1.07 -1.89 2.57
Cl 3.3795 -3.6928 0.9131 -0.44 0.02 0.93
H -2.8797 -1.1349 2.4824 -0.02 -0.57 0.32
C 5.4100 2.1147 -0.2874 -1.42 -0.56 -0.01
C -5.7045 -5.1063 0.8019 0.67 0.43 -1.36
C 1.3156 -2.2693 5.0447 -2.34 -0.87 -1.44
H 4.0391 0.4112 -1.0347 -0.20 0.98 -0.09
P 2.4159 0.0886 5.5434 0.88 1.21 -1.76
H 3.4286 0.7389 8.3195 0.09 0.03 0.23
H -3.5660 1.6987 4.7646 0.42 1.05 0.26
C 3.7001 4.6585 -5.9866 1.98 -2.80 2.43
H 0.6361 1.7532 2.8952 -0.19 0.46 0.82
N 2.5466 4.3283 -5.3738 -1.10 -0.31 0.58
C -2.5889 1.2418 4.6076 -0.74 -0.98 0.59
C -0.2283 -4.5248 -3.3776 -0.06 1.93 0.21
O 2.4785 -1.5421 5.1927 0.62 2.19 0.62
H -6.7461 -5.4274 0.7915 -0.10 0.51 -0.77
O -1.8158 2.8255 2.9636 -1.15 -2.41 1.09
N -0.9507 -4.8941 -2.2830 0.30 -0.81 -1.10
H 2.5333 5.6466 -7.3277 0.11 0.25 -0.60
H -4.4946 2.9348 -3.1962 -0.52 0.46 -0.17
H 1.2527 -2.7890 4.0886 0.65 0.37 -0.65
H 2.3748 1.9332 3.3156 -0.19 0.11 0.42
C 0.8948 1.0729 -1.0501 -3.78 1.75 2.27
C 2.7473 -2.3535 -1.3876 1.15 -0.46 0.34
H 1.6965 4.7608 -5.7061 0.31 -0.08 -0.12
O -1.4969 0.6303 -0.6207 0.25 -0.96 -2.50
C 3.5913 5.4697 -7.1340 -0.80 3.00 -2.51
O 4.7986 4.2637 -5.5932 -0.43 -0.03 0.16
H -1.1382 -4.1793 -1.5945 -0.24 -0.27 -0.17
C -3.0891 -1.0598 -1.1223 0.27 -0.09 -0.67
H -5.8355 2.1358 -1.1743 -0.34 0.17 0.01
H 0.2598 -2.4960 -2.8081 0.76 0.02 -0.46
F 1.2732 0.5988 0.1282 0.11 -0.61 1.08
H -2.6650 -1.8240 -0.4708 0.05 -0.15 -0.19
H -1.2705 -2.5021 -3.4370 -0.58 -0.80 -0.02
Cl 4.2022 0.0376 1.2387 0.25 0.31 0.08
H -1.2630 -0.9529 3.2300 -0.03 -0.24 -0.06
H -0.8480 2.0751 -1.9963 0.12 -0.35 -0.64
H 5.7801 2.5147 -1.2313 -0.22 -0.71 -0.29
Cl 3.3049 -1.8941 -3.0827 -0.32 -0.34 1.15
F 0.9182 0.0634 -1.8800 0.55 -1.24 -1.78
H 4.0588 6.4318 -6.9249 -0.20 0.27 0.36
C -0.9672 -6.2902 -1.9147 -0.55 -0.02 1.42
H -0.0477 -2.7595 -4.6191 0.63 0.11 0.34
H 5.6147 -0.0152 -0.6308 0.27 0.05 0.33
H 2.7251 -0.7963 8.7658 -0.66 0.04 -0.12
H -1.3014 -0.6927 -2.3443 0.04 0.32 0.13
H 3.0912 3.5414 -3.4361 0.11 -0.01 -0.34
C 3.8602 -3.1559 -0.6674 -0.03 0.30 -1.89
H -3.6218 -1.4772 -1.9767 -0.16 -0.64 0.17
H 4.1373 5.2228 -8.0446 -0.21 -0.92 0.24
Cl 6.7794 2.1695 0.8003 0.65 0.01 0.57
C -0.5923 1.6996 -1.0055 -0.77 2.56 3.21
H 2.1063 2.4344 -4.4597 0.27 -0.01 -0.08
N -2.0425 0.7346 2.2345 0.29 -3.23 -0.95
C -2.1379 1.6163 3.2244 1.75 3.40 -1.56
H 1.1014 -3.1416 5.6622 0.64 0.52 1.22
H -1.8744 -6.4552 -1.3335 -0.02 -0.06 0.16
H -1.0311 -7.0033 -2.7366 0.42 0.55 -0.22
H -0.1241 -6.4863 -1.2522 0.15 -0.51 -0.19
H -3.8341 -0.5111 -0.5461 0.22 0.30 0.04
H -1.8538 1.3874 5.3991 -0.07 0.93 -0.26
H 1.6686 0.4411 2.7468 0.31 -0.33 0.11
C -4.2198 3.1744 -2.1690 -1.20 0.35 -0.01
Cl -5.1168 3.7329 0.4817 -0.27 -0.62 -1.50
C -5.5309 3.1790 -1.2583 2.30 -0.40 1.06
Cl -3.4186 4.7440 -2.1338 0.08 0.36 -0.23
H -2.9271 0.2327 4.8429 0.48 -0.75 -1.02
C 4.8176 0.6567 -0.3124 0.85 0.16 -0.83
Cl -6.4687 -2.9119 1.9485 -0.04 0.90 0.42
```
Forces are in eV/Å.

Atom charges from the Mulliken analysis, given in e for atoms 1 to 99: number 1, H, carries -0.030; number 2, O, carries -0.641; number 3, C, carries -0.385; number 4, V, carries 1.391; number 5, C, carries -0.741; number 6, H, carries -0.710; number 7, C, carries -0.853; number 8, F, carries -0.208; number 9, H, carries 0.337; number 10, O, carries -0.887; number 11, H, carries 0.159; number 12, C, carries 0.123; number 13, H, carries 0.386; number 14, O, carries -0.323; number 15, C, carries -0.267; number 16, O, carries -0.364; number 17, C, carries -0.414; number 18, O, carries -0.792; number 19, H, carries 0.210; number 20, H, carries 0.173; number 21, H, carries 0.366; number 22, H, carries -0.339; number 23, H, carries 0.342; number 24, O, carries -0.714; number 25, H, carries 0.420; number 26, Cl, carries -0.223; number 27, H, carries 0.273; number 28, H, carries 0.291; number 29, H, carries 0.234; number 30, H, carries 0.348; number 31, H, carries 0.162; number 32, C, carries -0.845; number 33, O, carries -0.041; number 34, Cl, carries -0.184; number 35, H, carries 0.420; number 36, C, carries -0.470; number 37, C, carries -0.542; number 38, C, carries -0.557; number 39, H, carries -0.077; number 40, P, carries 0.966; number 41, H, carries 0.306; number 42, H, carries 0.380; number 43, C, carries 0.676; number 44, H, carries 0.044; number 45, N, carries -0.153; number 46, C, carries -1.417; number 47, C, carries 0.587; number 48, O, carries -0.279; number 49, H, carries 0.362; number 50, O, carries -0.355; number 51, N, carries -0.009; number 52, H, carries 0.247; number 53, H, carries 0.419; number 54, H, carries 0.192; number 55, H, carries 0.473; number 56, C, carries 0.511; number 57, C, carries 0.278; number 58, H, carries 0.226; number 59, O, carries -0.425; number 60, C, carries -0.897; number 61, O, carries -0.659; number 62, H, carries 0.149; number 63, C, carries -1.142; number 64, H, carries 0.276; number 65, H, carries -0.295; number 66, F, carries -0.182; number 67, H, carries 0.004; number 68, H, carries 0.336; number 69, Cl, carries -0.043; number 70, H, carries 0.050; number 71, H, carries 0.272; number 72, H, carries 0.354; number 73, Cl, carries -0.196; number 74, F, carries -0.211; number 75, H, carries 0.236; number 76, C, carries -0.840; number 77, H, carries 0.319; number 78, H, carries 0.403; number 79, H, carries 0.290; number 80, H, carries -0.189; number 81, H, carries 0.268; number 82, C, carries -0.527; number 83, H, carries 0.572; number 84, H, carries 0.285; number 85, Cl, carries -0.211; number 86, C, carries -0.510; number 87, H, carries 0.277; number 88, N, carries 0.732; number 89, C, carries 0.430; number 90, H, carries 0.349; number 91, H, carries 0.213; number 92, H, carries 0.319; number 93, H, carries 0.304; number 94, H, carries 0.411; number 95, H, carries 0.277; number 96, H, carries 0.114; number 97, C, carries 0.521; number 98, Cl, carries -0.143; number 99, C, carries -0.591

=====

Looking at calculated total energy for the records above, in order, we have -21913.926542, -7204.168182 Ha.